{"formula": "C5H10O", "method": "ωB97M-V/def2-TZVPD", "symbols": ["C", "C", "C", "C", "C", "O", "H", "H", "H", "H", "H", "H", "H", "H", "H", "H"], "xyz": [[-1.25, -1.08, -0.29], [-0.02, 0.45, -0.23], [-0.88, 1.55, 0.34], [1.24, 0.13, 0.48], [2.16, -0.72, -0.19], [1.94, -1.26, -1.28], [-1.95, -0.65, -1.01], [-1.76, -1.30, 0.65], [-0.80, -1.98, -0.73], [0.11, 0.43, -1.32], [-0.35, 2.50, 0.25], [-1.84, 1.64, -0.18], [-1.08, 1.39, 1.41], [1.39, 0.48, 1.49], [-0.03, -0.68, 0.29], [3.12, -0.91, 0.33]], "charge": 0, "e_tot_ha": -271.590698, "e_above_lowest_kcal_mol": 101.61, "homo_lumo_gap_ev": 8.511}